The following is a DFT calculation (ωB97M-V/def2-TZVPD) of C6H14O2 as an isolated structure.

Each line ends with the Löwdin charge.
Atoms and positions in Å:
C -0.024 -0.773 0.015  -0.367
C -0.550 0.421 0.555  -0.428
C -0.390 -1.145 -1.400  -0.046
C 0.246 -1.953 0.924  -0.038
C 1.156 1.850 -0.304  0.119
C -1.700 1.191 0.005  -0.046
O 1.706 -0.097 -0.188  -0.208
O -0.429 0.655 1.926  -0.007
H 0.469 0.424 2.191  0.095
H 2.531 -0.559 -0.469  0.062
H -1.519 2.269 0.101  0.080
H 0.291 -1.905 -1.781  0.083
H -0.337 -0.286 -2.067  0.080
H -1.406 -1.553 -1.439  0.095
H -0.705 -2.439 1.170  0.097
H 0.887 -2.689 0.437  0.082
H 0.719 -1.665 1.860  0.076
H 2.210 2.000 -0.495  0.029
H 0.813 2.323 0.607  0.039
H 0.534 1.988 -1.177  0.037
H -2.612 0.972 0.572  0.091
H -1.889 0.969 -1.043  0.075

Values from the calculation:
Kohn-Sham gap (spin up / spin down), Ha: 0.27869 / 0.27853
Net charge: 0
Relative energy (zero: lowest compared OMol25 entry of this formula, charge and spin), eV: 5.3636
Highest occupied orbital energy (spin up / spin down), Eh: -0.255 / -0.255

***

The following is a DFT calculation (ωB97M-V/def2-TZVPD) of one molecule with the formula C6H14O2.

Each line ends with the Löwdin charge.
Atoms and positions in Å:
C 2.520 -0.770 -0.480  -0.111
C 1.024 -1.007 -0.603  -0.156
C 0.145 0.168 0.199  -0.539
C 0.219 1.497 -0.530  -0.004
O 0.621 0.364 1.498  -0.003
C -1.221 -0.487 0.188  -0.369
C -2.280 0.450 1.068  -0.007
O -1.750 -0.703 -1.091  -0.024
H 2.818 0.151 -0.976  0.068
H 3.075 -1.594 -0.929  0.069
H 2.814 -0.715 0.568  0.068
H 0.783 -2.009 -0.241  0.106
H 0.716 -0.962 -1.648  0.104
H -0.441 2.217 -0.051  0.084
H 1.239 1.867 -0.479  0.087
H -0.075 1.380 -1.569  0.089
H 0.631 -0.480 1.964  0.111
H -1.183 -1.454 0.702  0.140
H -3.170 -0.141 1.276  0.064
H -1.809 0.742 2.003  0.063
H -2.563 1.344 0.515  0.062
H -2.114 0.143 -1.386  0.096

Values from the calculation:
Kohn-Sham gap, Ha: 0.37350
Net charge: 0
Relative energy (zero: lowest compared OMol25 entry of this formula, charge and spin), eV: 1.0345
Highest occupied orbital energy, Eh: -0.343

***

The following is a DFT calculation (ωB97M-V/def2-TZVPD) of a 3-piece molecular cluster, C6H14O2 overall.

Each line ends with the Löwdin charge.
Atoms and positions in Å:
C -1.223 1.370 1.030  0.007
C -0.532 0.260 1.373  -0.203
C 0.728 -0.323 0.926  -0.318
C 1.265 -1.457 1.742  -0.043
C 1.261 0.313 -0.147  -0.097
C 2.593 0.058 -0.791  -0.080
H -1.029 1.982 0.145  0.055
H -2.235 1.406 1.422  0.066
H -0.925 0.084 2.395  0.112
H 2.029 -1.073 2.430  0.090
H 1.739 -2.249 1.156  0.082
H 0.464 -1.857 2.354  0.072
H 0.680 1.045 -0.701  0.095
H 3.462 0.491 -0.285  0.082
H 2.590 0.369 -1.827  0.065
H 2.713 -1.029 -0.814  0.074
O -1.660 -1.302 -0.893  -0.068
H -1.177 -0.629 -0.357  -0.010
H -2.346 -1.574 -0.274  0.055
O -1.817 1.344 -2.320  -0.064
H -1.195 1.227 -3.040  0.034
H -1.814 0.483 -1.876  -0.008

Values from the calculation:
Kohn-Sham gap, Ha: 0.33531
Net charge: 0
Relative energy (zero: lowest compared OMol25 entry of this formula, charge and spin), eV: 2.3747
Highest occupied orbital energy, Eh: -0.316

***

The following is a DFT calculation (ωB97M-V/def2-TZVPD) of a 3-piece molecular cluster, C6H14O3 overall.

Each line ends with the Löwdin charge.
Atoms and positions in Å:
C 2.261 0.155 0.545  -0.343
C 0.150 -0.215 -0.758  -0.272
C 0.123 0.408 0.485  -0.205
C -2.033 -0.017 -0.666  -0.136
C -0.025 1.897 0.622  -0.070
C -2.574 -1.300 -0.087  -0.180
O 2.852 0.913 -0.476  -0.030
O 2.724 -1.166 0.552  -0.028
O 0.371 -1.542 -0.935  0.014
H 2.447 -1.569 -0.286  0.082
H 3.816 0.915 -0.345  0.103
H 0.098 -2.036 -0.148  0.117
H 2.472 0.566 1.537  0.115
H 0.438 0.353 -1.634  0.148
H -0.135 -0.205 1.344  0.134
H -2.460 0.871 -0.202  0.055
H -2.176 0.073 -1.744  0.057
H -1.023 2.157 0.977  0.073
H 0.700 2.285 1.341  0.080
H 0.147 2.405 -0.329  0.093
H -3.668 -1.371 -0.164  0.069
H -2.172 -2.176 -0.608  0.061
H -2.335 -1.398 0.981  0.064

Values from the calculation:
Kohn-Sham gap, Ha: 0.27297
Net charge: 0
Relative energy (zero: lowest compared OMol25 entry of this formula, charge and spin), eV: 5.2394
Highest occupied orbital energy, Eh: -0.244

***

The following is a DFT calculation (ωB97M-V/def2-TZVPD) of a 2-piece molecular cluster, C6H14OS overall.

Each line ends with the Löwdin charge.
Atoms and positions in Å:
C -2.830 -0.642 0.587  0.028
C -2.239 0.079 1.522  -0.493
C -1.130 1.053 1.272  -0.054
O -2.663 -0.025 2.826  0.013
H -2.457 -0.666 -0.422  0.050
H -3.695 -1.238 0.844  0.066
H -0.682 0.854 0.301  0.052
H -1.495 2.081 1.283  0.087
H -0.354 0.954 2.032  0.085
H -2.584 0.837 3.258  0.102
C 2.225 0.843 -2.164  -0.115
C 1.342 -0.320 -1.742  -0.357
C 1.625 -0.712 -0.301  -0.589
S 0.453 -2.012 0.212  0.721
H 1.995 1.230 -3.156  0.071
H 3.269 0.525 -2.157  0.075
H 2.148 1.669 -1.455  0.071
H 0.283 -0.088 -1.881  0.093
H 1.549 -1.188 -2.372  0.103
H 1.592 0.151 0.361  0.060
H 2.625 -1.142 -0.251  0.071
H 1.023 -2.243 1.402  -0.140

Values from the calculation:
Kohn-Sham gap, Ha: 0.34199
Net charge: 0
Relative energy (zero: lowest compared OMol25 entry of this formula, charge and spin), eV: 0.4239
Highest occupied orbital energy, Eh: -0.312

***

The following is a DFT calculation (ωB97M-V/def2-TZVPD) of one molecule with the formula C6H14SSi.

Each line ends with the Löwdin charge.
Atoms and positions in Å:
C -3.699 0.603 -0.125  -0.040
C -2.537 0.133 -0.418  -0.326
C -1.146 0.402 -0.085  -0.287
Si 0.633 -0.495 -0.210  0.398
C 0.590 -1.704 -1.669  -0.225
C 0.960 -1.033 1.633  -0.163
S 2.093 0.911 -1.017  0.579
C 2.785 1.685 0.536  -0.434
H -3.854 1.295 0.693  0.052
H -4.649 0.187 -0.393  0.047
H -2.576 -0.686 -1.171  0.105
H -1.160 1.145 0.787  0.096
H -0.946 1.070 -0.997  0.081
H 1.581 -2.093 -1.743  0.005
H -0.140 -2.514 -1.644  0.034
H 0.394 -1.021 -2.495  0.025
H 1.455 -0.376 2.197  -0.039
H 0.106 -1.126 2.237  0.018
H 1.551 -1.924 1.522  0.025
H 3.459 1.099 1.164  0.037
H 1.861 1.831 1.050  -0.012
H 3.240 2.610 0.149  0.026

Values from the calculation:
Kohn-Sham gap, Ha: 0.35454
Net charge: 0
Relative energy (zero: lowest compared OMol25 entry of this formula, charge and spin), eV: 1.1945
Highest occupied orbital energy, Eh: -0.329

***

The following is a DFT calculation (ωB97M-V/def2-TZVPD) of a 2-piece molecular cluster, C6H15BCl2NOS overall.

Each line ends with the Löwdin charge.
Atoms and positions in Å:
C -0.031 -0.939 0.637  -0.160
C 1.022 -1.966 0.858  -0.753
Cl 0.395 -3.318 1.847  0.511
C 2.281 -1.942 0.408  -0.669
Cl 3.367 -3.257 0.853  0.540
B 2.944 -0.728 -0.463  -0.540
C 3.384 0.521 0.542  -0.306
N 4.670 1.191 0.209  -0.073
H -0.895 -1.404 0.156  0.055
H 0.310 -0.130 0.006  0.057
H -0.386 -0.514 1.574  0.069
H 3.912 -1.129 -1.090  0.031
H 2.101 -0.335 -1.270  0.038
H 2.625 1.302 0.559  0.068
H 3.483 0.138 1.561  0.069
H 4.537 1.753 -0.617  0.030
H 5.336 0.472 -0.028  0.027
C -4.210 2.266 -1.030  -0.280
S -3.746 1.308 0.422  0.794
O -2.291 1.497 0.610  -0.535
C -3.952 -0.303 -0.350  -0.276
H -4.099 3.318 -0.779  0.045
H -3.546 2.011 -1.857  0.058
H -5.248 2.056 -1.289  0.047
H -3.305 -0.369 -1.224  0.060
H -4.998 -0.443 -0.626  0.047
H -3.658 -1.055 0.380  0.049

Values from the calculation:
Kohn-Sham gap, Ha: 0.22603
Net charge: -1
Highest occupied orbital energy, Eh: -0.142

***

The following is a DFT calculation (ωB97M-V/def2-TZVPD) of one molecule with the formula C6H15BS3.

Each line ends with the Löwdin charge.
Atoms and positions in Å:
B -0.650 -0.304 0.108  -0.493
C 1.652 -2.007 0.195  -0.167
C -0.254 -0.553 -2.557  -0.136
C -1.087 0.779 2.660  -0.113
C 1.199 -0.627 0.650  -0.680
C -0.722 0.340 -1.404  -0.771
C -0.801 1.029 1.219  -0.587
S 2.308 0.677 0.236  0.738
S -2.488 0.761 -1.580  0.707
S -0.149 2.480 0.802  0.918
H 0.785 -2.607 0.631  0.088
H 2.455 -2.311 0.843  0.061
H 1.854 -2.140 -0.852  0.062
H -0.948 -1.358 -2.559  0.054
H -0.383 0.123 -3.532  0.117
H 0.735 -0.888 -2.335  0.034
H -0.496 1.629 3.172  0.085
H -0.728 -0.162 3.004  0.075
H -2.113 1.045 2.728  0.085
H 0.980 -0.748 1.717  0.064
H -0.246 1.332 -1.267  0.013
H -0.912 -1.548 0.090  0.109
H 2.144 0.498 -1.083  -0.111
H -2.427 1.395 -2.819  -0.112
H 0.292 3.168 1.934  -0.039

Values from the calculation:
Kohn-Sham gap, Ha: 0.26921
Net charge: 0
Relative energy (zero: lowest compared OMol25 entry of this formula, charge and spin), eV: 2.2947
Highest occupied orbital energy, Eh: -0.298

***

no.,largest force on an atom (eV Å⁻¹),total energy (hartree)
1,0.54,-387.310406
2,4.28,-387.469499
3,3.31,-387.420244
4,5.59,-462.558513
5,0.49,-710.400996
6,4.94,-924.647202
7,0.78,-1711.022309
8,3.96,-1456.877826